74
Properties=species:S:1:pos:R:3:mulliken_charge:R:1 method="wB97M-V/def2-TZVPD" total_charge=+2 spin_multiplicity=4 e_homo_ev="-12.922 / -12.889" total_energy_ha=-5454.1773 e_above_lowest_ev=0.490 lumo_energy_ev="-6.87 / -7.34" orbital_gap_ev="6.05 / 5.55"
Re 0.22977 1.77500 -0.41998 1.277
C 2.07182 1.26485 3.59536 -1.051
Si 1.85838 1.87719 1.85328 -0.104
C 0.21712 2.93734 1.79140 -1.546
C 3.21635 3.04467 1.35766 -1.050
C 1.61054 0.56333 0.49463 1.087
C 0.30302 -0.08719 0.43365 -1.544
C -0.81282 -1.71403 1.72495 -0.940
C -3.27237 -1.71077 2.60221 -0.405
C -3.68078 -0.50761 2.19319 -1.188
C -2.95133 0.55019 1.50978 -0.575
N -1.72113 0.70285 1.21180 -0.298
Si 3.25996 -0.21798 -0.12451 0.269
C 4.18082 -0.73335 1.41684 -1.245
C 4.27816 1.01400 -1.10533 -1.208
C 2.91575 -1.77745 -1.09675 -1.042
H 1.90680 2.08220 4.30114 0.480
H 3.10229 0.92776 3.71779 0.370
H 1.41825 0.43899 3.87363 0.351
H 0.55726 3.92421 2.11668 0.569
H -0.54539 2.56416 2.47223 0.439
H -0.42606 3.25720 0.92433 0.606
H 3.27180 3.84771 2.09746 0.445
H 3.05002 3.50937 0.38240 0.345
H 4.19391 2.56313 1.32938 0.284
H 0.13251 -2.07056 2.16122 0.437
H -4.02492 -2.34286 3.06334 0.405
H -4.72565 -0.26443 2.34951 0.494
H -3.59179 1.36575 1.18210 0.978
H 4.53268 0.10645 2.01769 0.315
H 5.06691 -1.29852 1.11712 0.404
H 3.58498 -1.38749 2.05712 0.358
H 5.15974 1.31368 -0.53553 0.422
H 3.75319 1.92778 -1.38156 0.306
H 4.63519 0.55026 -2.02809 0.464
H 2.24168 -2.45537 -0.56988 0.228
H 3.87426 -2.29373 -1.20359 0.628
H 2.53782 -1.61653 -2.10752 0.275
F -6.21688 2.14801 -0.69462 -0.294
C -5.20668 1.39965 -1.08182 0.850
C -3.97180 1.97963 -1.34402 0.158
F -3.77854 3.28279 -1.17512 -0.345
C -2.93270 1.17165 -1.73088 -0.043
F -1.72131 1.78521 -1.93751 -0.490
C -3.02233 -0.20537 -1.86743 0.603
S -1.86804 -1.27329 -2.66403 -0.286
C -4.26108 -0.76126 -1.55092 0.234
F -4.44927 -2.06596 -1.64251 -0.357
C -5.34204 0.02478 -1.17049 0.273
F -6.49780 -0.54082 -0.88478 -0.298
Br -2.81245 -4.95797 3.42090 -0.049
C -2.09798 -3.79381 2.12647 -0.596
C -1.84246 -4.20127 0.88628 -0.847
C -1.27862 -3.30357 -0.12083 -0.285
C -0.78809 -2.13504 0.28583 -0.089
C -0.64687 -0.19455 1.62092 -0.717
C -1.91948 -2.34856 2.56519 0.490
N -0.08935 -1.15434 -0.44114 1.151
C -0.16333 -1.18417 -1.87084 -0.494
C 0.63312 -0.19142 -2.68955 -0.634
C 1.08051 -0.59665 -3.93923 -0.346
C 1.69712 0.30700 -4.78291 -0.777
C 1.86420 1.62360 -4.36377 -0.958
C 1.42468 1.96435 -3.11130 -0.376
N 0.82235 1.07607 -2.28718 0.885
H -2.03929 -5.22602 0.60193 0.527
H -1.24448 -3.64288 -1.14624 0.586
H -0.20592 0.20877 2.53167 0.556
H -1.57788 -2.36496 3.60541 0.635
H 0.18901 -2.16882 -2.19336 1.155
H 0.92516 -1.62064 -4.25100 0.623
H 2.04113 -0.00583 -5.75962 0.534
H 2.33799 2.36459 -4.99077 0.491
H 1.55069 2.97090 -2.72786 0.488